DFT (wB97M-V/def2-TZVPD) results for a structure of composition C12H36B2F8O6S6Y at a distorted geometry.

As for the LUMO energy: -2.916 eV. Its charge is +1. As for the total energy: -114464.47216 eV. Its energy above the lowest of the compared OMol25 structures with the same formula, charge and spin is 602.8 kJ/mol. The value obtained for the HOMO-LUMO gap is 6.96 eV.

Cartesian coordinates (Å):
Y  -0.1758  -2.4349  0.8132
B  0.8081  0.0690  -0.5607
F  1.1259  -1.2561  -0.9302
F  0.1120  0.7382  -1.5719
F  -0.0458  0.0683  0.4930
F  1.9084  0.7458  -0.2431
B  1.0059  -4.7144  -0.6178
F  0.4019  -3.5879  -1.0667
F  0.3530  -5.7446  -1.2067
F  2.3533  -4.5639  -0.9118
F  0.9636  -4.6984  0.6966
C  -4.2160  -0.4103  0.7736
S  -3.5358  -1.7098  2.0134
O  -2.1042  -1.7756  1.6514
C  -3.5510  -0.8892  3.7273
H  -4.3554  0.5628  1.2444
H  -5.2673  -0.6873  0.6957
H  -3.8874  -0.2856  -0.2582
H  -4.4183  -1.3068  4.2389
H  -3.4398  0.1874  3.5988
H  -2.7641  -1.2614  4.3833
C  4.2999  -0.8566  0.9165
S  3.4836  -2.2166  1.8369
O  1.9633  -2.1801  1.4687
C  4.4436  -3.6536  1.2157
H  5.3559  -0.8401  0.6471
H  4.2250  0.1648  1.2896
H  3.7634  -0.8440  -0.0322
H  4.0151  -4.6065  1.5263
H  5.4475  -3.4756  1.6013
H  4.4713  -3.5699  0.1293
C  1.8109  2.2817  -3.2877
S  2.0840  2.2903  -5.0734
O  3.2446  1.3117  -5.1799
C  0.5315  1.3428  -5.5906
H  2.2308  3.1603  -2.7978
H  2.2941  1.5695  -2.6189
H  0.7363  2.2092  -3.1205
H  -0.1943  2.1540  -5.6478
H  0.3018  0.5647  -4.8627
H  0.6595  0.9283  -6.5906
C  0.5716  1.5323  3.0008
S  0.0812  0.0442  3.8441
O  0.1305  -1.0612  2.7860
C  1.6069  -0.1681  4.8072
H  1.1006  2.2898  3.5790
H  -0.2732  2.0280  2.5226
H  1.1922  1.1651  2.1834
H  2.4418  -0.5396  4.2129
H  1.6099  -0.9387  5.5781
H  1.8017  0.8102  5.2467
C  -1.2868  6.1349  0.1174
S  -0.4311  4.9292  -0.9244
O  0.7513  5.6549  -1.5213
C  0.0476  3.9221  0.5703
H  -2.1052  5.7293  0.7122
H  -1.8304  6.7704  -0.5817
H  -0.6793  6.8044  0.7264
H  -0.8450  3.3099  0.6989
H  0.1667  4.4713  1.5043
H  0.8349  3.1807  0.4340
C  -2.5911  -1.0063  -3.1518
S  -2.2017  -2.4509  -2.0748
O  -1.5733  -1.6838  -0.8896
C  -3.9904  -2.7536  -1.6659
H  -3.2234  -0.3314  -2.5749
H  -2.9658  -1.4147  -4.0904
H  -1.6276  -0.5198  -3.3040
H  -4.6230  -1.8791  -1.5133
H  -4.0836  -3.2946  -0.7242
H  -4.4450  -3.5147  -2.3000